No. 1
# C4H5NO

An isolated molecule of C4H5NO (ωB97M-V with the def2-TZVPD basis set, the Open Molecules 2025 dataset).

The largest force on an atom comes out at 0.0124 Eh/bohr. The value obtained for the total energy is -285.25322 hartree. The LUMO energy is -0.644 eV. Its total charge is 0. Its molar mass is 83.09 g/mol.

Atoms and positions in Å:
N 2.198 0.034 -0.162
C 0.935 0.091 -0.122
C 0.263 1.380 -0.416
C -0.983 1.770 -0.420
C -1.226 -0.903 0.362
O 0.167 -0.990 0.149
H 2.511 -0.911 0.065
H 0.941 2.194 -0.692
H -1.654 0.062 0.033
H -1.704 -1.694 -0.220
H -1.448 -1.033 1.425

No. 2
# C4H5NO

C4H5NO as an isolated structure (ωB97M-V with the def2-TZVPD basis set, the Open Molecules 2025 dataset).

The largest force on an atom comes out at 0.0136 Eh/bohr. The value obtained for the total energy is -285.20821 hartree. The LUMO energy is 0.026 eV. Its total charge is 0. Its molar mass is 83.09 g/mol.

Atoms and positions in Å:
C -0.606 -0.996 0.137
C 0.321 0.163 -0.052
N -0.085 1.385 -0.137
O -1.449 1.446 0.003
C 1.789 0.016 -1.267
C 1.846 -0.106 0.013
H -1.174 -1.194 -0.781
H -0.034 -1.888 0.392
H -1.322 -0.760 0.927
H -1.657 2.380 -0.135
H 2.371 -0.446 0.900

No. 3
# C4H5NO

An isolated molecule of C4H5NO in a non-equilibrium geometry (ωB97M-V with the def2-TZVPD basis set, the Open Molecules 2025 dataset).

The SMILES is Oc1ccc[nH]1. The largest force on an atom comes out at 0.1677 Eh/bohr. The value obtained for the total energy is -285.30114 hartree. The LUMO energy is 0.326 eV. Its total charge is 0. Its molar mass is 83.09 g/mol.

Atoms and positions in Å:
O -1.626 0.126 1.170
C -0.386 0.085 0.648
C -0.097 -1.155 0.026
C 0.919 -0.850 -0.971
C 1.103 0.504 -1.088
N 0.263 0.986 -0.067
H -1.538 1.110 1.846
H -0.410 -2.049 0.452
H 1.706 -1.599 -1.357
H 1.705 1.048 -1.774
H 0.473 2.074 0.253

No. 4
# C4H5NO

An isolated molecule of C4H5NO in a non-equilibrium geometry (ωB97M-V with the def2-TZVPD basis set, the Open Molecules 2025 dataset).

The SMILES is C1=CCON=C1. The largest force on an atom comes out at 0.1507 Eh/bohr. The value obtained for the total energy is -285.23353 hartree. The LUMO energy is 0.369 eV. Its total charge is 0. Its molar mass is 83.09 g/mol.

Atoms and positions in Å:
C -0.896 -0.839 0.072
C -0.836 0.435 -0.022
C 0.311 1.152 0.083
O 1.661 0.480 -0.025
N 1.588 -0.881 -0.075
C 0.359 -1.394 0.118
H -1.658 -1.453 -0.350
H -1.779 1.106 -0.373
H 0.172 1.984 1.018
H 0.451 1.834 -0.660
H 0.629 -2.424 0.214

No. 5
# C4H5NO

An isolated molecule of C4H5NO in a non-equilibrium geometry (ωB97M-V with the def2-TZVPD basis set, the Open Molecules 2025 dataset).

The largest force on an atom comes out at 0.1851 Eh/bohr. The value obtained for the total energy is -285.19862 hartree. The LUMO energy (alpha / beta) is 0.931 / -1.572 eV. Its total charge is 0. Its molar mass is 83.09 g/mol. As for the spin multiplicity: 3.

Atoms and positions in Å:
C -0.147 0.953 0.278
C -1.142 0.051 0.002
C 0.553 1.927 -0.087
C 0.564 -1.560 0.358
N -0.478 -1.277 -0.294
O -2.359 0.153 -0.094
H 1.214 2.211 0.716
H 0.544 2.524 -1.019
H 1.328 -2.362 0.140
H 0.674 -0.967 1.321
H -0.751 -1.652 -1.321

No. 6
# C4H5NO2

An isolated molecule of C4H5NO2 in a non-equilibrium geometry (ωB97M-V with the def2-TZVPD basis set, the Open Molecules 2025 dataset).

The SMILES is O=C[C@H]1CN=CO1. The largest force on an atom comes out at 0.0482 Eh/bohr. The value obtained for the total energy is -360.60487 hartree. The LUMO energy is 0.449 eV. Its total charge is 0. Its molar mass is 99.09 g/mol.

Atoms and positions in Å:
O -1.969 -0.206 1.243
C -1.731 -0.229 0.062
C -0.430 0.276 -0.544
C 0.513 1.016 0.385
N 1.729 0.023 0.563
C 1.400 -1.025 -0.060
O 0.232 -1.128 -0.734
H -2.371 -0.738 -0.689
H -0.507 0.677 -1.563
H 0.905 1.959 -0.019
H 0.064 1.177 1.374
H 2.164 -1.804 -0.018

Copy entry 1 word for word.
# C4H5NO

An isolated molecule of C4H5NO (ωB97M-V with the def2-TZVPD basis set, the Open Molecules 2025 dataset).

The largest force on an atom comes out at 0.0124 Eh/bohr. The value obtained for the total energy is -285.25322 hartree. The LUMO energy is -0.644 eV. Its total charge is 0. Its molar mass is 83.09 g/mol.

Atoms and positions in Å:
N 2.198 0.034 -0.162
C 0.935 0.091 -0.122
C 0.263 1.380 -0.416
C -0.983 1.770 -0.420
C -1.226 -0.903 0.362
O 0.167 -0.990 0.149
H 2.511 -0.911 0.065
H 0.941 2.194 -0.692
H -1.654 0.062 0.033
H -1.704 -1.694 -0.220
H -1.448 -1.033 1.425